Entry from the OMol25 dataset: a 3-piece molecular cluster, C4H9NO4 overall (the ωB97M-V functional and the def2-TZVPD basis).

Computed properties:
**Energy relative to the best compared isomer or geometry (same formula, charge and spin)**: 6.855 eV

The geometry in ORCA input format:
```
! RIJCOSX wB97M-V def2-TZVPD def2/J DEFGRID3
* xyz 0 1
C -0.023 -0.553 -0.158
C -0.093 0.774 -0.601
C 0.499 -0.910 1.186
N 1.694 0.118 -1.439
C -1.858 1.024 0.560
O -0.648 -1.478 -0.897
O 2.798 -0.022 -0.521
O -2.967 1.052 -0.221
O -1.902 1.335 1.727
H -0.513 -2.354 -0.509
H 3.231 0.840 -0.570
H -3.707 1.402 0.318
H 1.662 -0.802 -1.884
H 0.434 1.526 -0.036
H -0.547 1.003 -1.552
H 1.584 -0.762 1.193
H 0.277 -1.945 1.454
H 0.080 -0.249 1.949
*
```

=====

Entry from the OMol25 dataset: a 16-piece molecular cluster, H32O16 overall (the ωB97M-V functional and the def2-TZVPD basis).

Computed properties:
**Energy relative to the best compared isomer or geometry (same formula, charge and spin)**: 5.095 eV

The geometry in ORCA input format:
```
! RIJCOSX wB97M-V def2-TZVPD def2/J DEFGRID3
* xyz 0 1
O -2.556 -1.494 0.655
H -1.817 -0.932 0.653
H -2.860 -1.658 1.564
O 3.191 -2.391 1.037
H 3.461 -1.495 0.795
H 2.245 -2.435 1.021
O -1.962 1.475 1.032
H -1.237 1.196 1.538
H -2.686 1.612 1.663
O -1.347 4.396 0.668
H -2.089 4.608 1.208
H -1.215 3.406 0.715
O 0.174 -2.253 1.777
H -0.318 -2.736 2.433
H -0.144 -2.510 0.919
O 2.251 0.136 0.912
H 1.924 1.013 0.645
H 1.985 0.108 1.812
O 4.185 -0.261 -1.007
H 4.742 0.507 -0.908
H 3.416 -0.124 -0.473
O 0.043 0.291 2.853
H 0.346 -0.587 2.607
H 0.765 0.710 3.358
O -0.315 -0.207 -0.240
H 0.581 -0.246 0.141
H -0.695 0.667 -0.176
O -3.507 1.040 -1.094
H -2.835 1.157 -0.468
H -4.301 0.845 -0.545
O 1.505 0.361 -2.414
H 1.412 -0.363 -1.850
H 0.833 1.015 -2.178
O -1.521 -1.561 -2.583
H -0.987 -0.920 -2.127
H -2.440 -1.336 -2.469
O -0.717 -3.531 -0.824
H -0.671 -4.223 -1.488
H -1.152 -2.759 -1.180
O -0.685 2.299 -1.858
H -1.452 2.896 -2.125
H -0.125 2.833 -1.304
O 1.454 -2.084 -1.370
H 1.369 -2.222 -2.349
H 0.791 -2.672 -0.971
O 1.035 2.452 0.500
H 0.958 3.280 0.057
H 0.968 2.697 1.438
*
```

=====

Entry from the OMol25 dataset: a single C4H7N3O2 molecule (the ωB97M-V functional and the def2-TZVPD basis).

Computed properties:
**SMILES**: [H]/N=C/N(C=O)/N=C\CO
**Energy relative to the best compared isomer or geometry (same formula, charge and spin)**: 6.443 eV

The geometry in ORCA input format:
```
! RIJCOSX wB97M-V def2-TZVPD def2/J DEFGRID3
* xyz 0 1
H -0.835 2.443 -0.710
N -0.564 1.521 -0.759
C 0.513 1.350 0.079
N 1.081 0.157 0.047
C 2.496 -0.027 0.194
O 3.278 -0.942 0.334
N 0.539 -0.746 -0.985
C -0.630 -1.175 -0.843
C -1.530 -1.117 0.233
O -1.548 -0.220 1.243
H 0.851 2.386 0.717
H 2.674 0.934 0.539
H -1.229 -1.712 -1.529
H -0.799 -2.116 0.499
H -2.565 -1.383 -0.021
H -1.731 0.647 0.963
*
```

=====

Entry from the OMol25 dataset: a 2-piece molecular cluster, C29H33N2O2 overall (the ωB97M-V functional and the def2-TZVPD basis).

Computed properties:
**Energy relative to the best compared isomer or geometry (same formula, charge and spin)**: 4.170 eV

The geometry in ORCA input format:
```
! RIJCOSX wB97M-V def2-TZVPD def2/J DEFGRID3
* xyz 1 1
C -0.809 -1.071 2.319
C 0.419 -0.292 2.066
C 1.734 -0.639 2.397
C 2.732 0.401 2.546
C 2.359 1.853 2.561
C 4.063 0.068 2.750
C 4.485 -1.257 2.874
C 5.944 -1.572 3.026
C 3.520 -2.266 2.833
C 2.174 -2.002 2.624
C 1.224 -3.153 2.696
H -1.681 -0.404 2.263
H -0.985 -1.856 1.575
H -0.800 -1.541 3.317
H 0.238 0.763 1.868
H 3.254 2.451 2.785
H 1.969 2.199 1.594
H 1.618 2.067 3.344
H 4.790 0.879 2.854
H 6.102 -2.657 3.062
H 6.510 -1.158 2.179
H 6.363 -1.135 3.943
H 3.836 -3.303 3.005
H 1.787 -4.090 2.812
H 0.565 -3.072 3.572
H 0.608 -3.250 1.795
O 4.208 3.469 -1.912
N 3.015 3.801 -2.126
O 2.590 4.964 -1.957
C 2.120 2.783 -2.527
C 0.749 3.089 -2.648
C -0.165 2.063 -2.578
C 0.247 0.711 -2.312
C -0.624 -0.376 -2.012
C -1.983 -0.191 -1.747
N -2.886 -1.138 -2.059
C -2.603 -2.161 -3.041
C -3.798 -3.134 -2.979
C -4.795 -2.548 -1.943
C -4.210 -1.223 -1.472
C -2.427 0.999 -0.984
C -1.615 1.421 0.080
C -1.978 2.490 0.882
C -3.161 3.184 0.610
C -3.951 2.817 -0.488
C -3.572 1.751 -1.306
C 1.638 0.436 -2.352
C 2.571 1.444 -2.490
H 0.442 4.125 -2.794
H -1.229 2.280 -2.671
H -0.226 -1.391 -2.120
H -2.503 -1.694 -4.037
H -1.639 -2.649 -2.843
H -4.251 -3.209 -3.974
H -3.441 -4.134 -2.680
H -5.769 -2.387 -2.405
H -4.920 -3.220 -1.088
H -4.165 -1.143 -0.379
H -4.816 -0.377 -1.807
H -0.672 0.887 0.228
H -1.334 2.767 1.724
H -3.453 4.012 1.250
H -4.873 3.355 -0.702
H -4.139 1.512 -2.215
H 1.957 -0.604 -2.249
H 3.641 1.252 -2.539
*
```

=====

Entry from the OMol25 dataset: an isolated ion of composition C9H12NO3 and charge +1 (the ωB97M-V functional and the def2-TZVPD basis).

Computed properties:
**Energy relative to the best compared isomer or geometry (same formula, charge and spin)**: 9.040 eV

The geometry in ORCA input format:
```
! RIJCOSX wB97M-V def2-TZVPD def2/J DEFGRID3
* xyz 1 1
C -1.447 -1.862 -0.432
C -0.789 -2.291 0.804
C 0.747 -0.325 1.097
C -1.212 -0.710 -1.043
C 0.204 -1.654 1.426
C 0.357 0.259 -0.021
C -2.083 0.022 -1.913
C 1.961 1.508 -1.128
C 0.153 2.566 0.187
N 0.967 -2.310 2.525
O 0.662 -3.422 2.942
O 1.935 -1.683 2.935
O 0.567 1.519 -0.695
H -2.258 -2.627 -0.731
H -0.929 -3.266 1.303
H 1.463 0.126 1.673
H -2.819 0.641 -1.469
H -1.484 0.654 -2.611
H -2.867 -0.608 -2.480
H 2.615 1.538 -0.136
H 2.293 0.562 -1.665
H 2.132 2.517 -1.681
H 0.293 3.490 -0.233
H -1.014 2.659 0.149
H 0.552 2.695 1.196
*
```

=====

Entry from the OMol25 dataset: C34H32N4OReS as an isolated structure (the ωB97M-V functional and the def2-TZVPD basis).

Computed properties:
**Energy relative to the best compared isomer or geometry (same formula, charge and spin)**: 2.691 eV
**<S²>**: 1.152

The geometry in ORCA input format:
```
! RIJCOSX wB97M-V def2-TZVPD def2/J DEFGRID3
* xyz 2 2
Re -0.452 0.181 -0.210
C -0.784 3.286 -3.261
C -1.114 2.336 -2.296
N -0.227 1.857 -1.434
C 1.052 2.324 -1.478
C 1.474 3.280 -2.430
C 0.507 3.757 -3.338
C 2.829 3.676 -2.416
C 3.686 3.159 -1.477
C 3.253 2.265 -0.493
C 1.933 1.841 -0.463
N 1.270 1.039 0.447
C 1.435 1.166 1.811
C 2.605 1.375 2.525
C 2.570 1.624 3.902
C 1.387 1.651 4.596
C 0.169 1.408 3.924
C -1.094 1.451 4.547
C -2.227 1.269 3.792
C -2.097 0.991 2.430
N -0.933 0.916 1.822
C 0.197 1.148 2.535
H -1.539 3.621 -3.954
H -2.123 1.953 -2.223
H 0.790 4.485 -4.082
H 3.176 4.383 -3.152
H 4.725 3.451 -1.485
H 3.976 1.891 0.209
H 3.558 1.311 2.031
H 3.505 1.798 4.413
H 1.368 1.842 5.656
H -1.151 1.657 5.604
H -3.210 1.337 4.224
H -2.974 0.859 1.812
C -3.601 -0.859 -0.459
N -2.209 -0.991 -0.907
C -1.668 -3.399 -0.731
C -2.160 -1.137 -2.371
C -0.734 -1.092 -2.872
C -0.446 -1.391 -4.194
C 0.866 -1.371 -4.632
C 1.886 -1.082 -3.736
C 1.593 -0.760 -2.422
C 0.276 -0.716 -1.968
H -4.256 -1.576 -0.964
H -3.965 0.148 -0.676
H -3.650 -1.032 0.619
H -2.689 -3.684 -0.995
H -1.342 -4.039 0.089
H -1.003 -3.530 -1.590
H -2.727 -0.292 -2.777
H -2.661 -2.057 -2.702
H -1.243 -1.635 -4.880
H 1.091 -1.608 -5.659
H 2.910 -1.091 -4.074
H 2.402 -0.535 -1.740
C -0.607 -3.197 2.965
S 0.392 -1.822 2.329
O -1.604 -2.089 -0.185
C 2.031 -2.494 2.552
C 2.885 -1.903 3.473
C 4.148 -2.433 3.656
C 4.552 -3.542 2.932
C 3.686 -4.134 2.028
C 2.423 -3.608 1.827
H -0.205 -4.138 2.603
H -1.633 -3.051 2.643
H -0.554 -3.165 4.050
H 2.553 -1.055 4.051
H 4.811 -1.990 4.380
H 5.536 -3.953 3.080
H 3.990 -5.008 1.478
H 1.759 -4.057 1.104
*
```

=====

Entry from the OMol25 dataset: a 2-piece molecular cluster, C41H45F3N4O3S2 overall (the ωB97M-V functional and the def2-TZVPD basis).

The geometry in ORCA input format:
```
! RIJCOSX wB97M-V def2-TZVPD def2/J DEFGRID3
* xyz 0 1
C 3.500 3.027 -2.204
C 3.442 2.833 -0.694
C 3.517 4.176 0.025
C 4.524 1.859 -0.244
C 5.828 2.294 -0.020
C 6.827 1.388 0.325
C 6.532 0.033 0.431
C 5.236 -0.431 0.198
C 4.934 -1.923 0.302
C 5.125 -2.418 1.730
C 5.776 -2.741 -0.676
C 4.234 0.489 -0.142
N 2.887 0.026 -0.394
N 2.464 -0.258 -1.645
N 1.139 -0.547 -1.496
C 0.383 -1.115 -2.587
C 0.379 -2.502 -2.770
C 1.274 -3.382 -1.903
C 2.674 -3.428 -2.502
C 0.713 -4.785 -1.687
C -0.373 -3.034 -3.821
C -1.096 -2.195 -4.667
C -1.069 -0.815 -4.483
C -0.325 -0.260 -3.439
C -0.227 1.256 -3.268
C -1.578 1.954 -3.403
C 0.769 1.835 -4.267
C 0.774 -0.537 -0.155
C -0.524 -0.939 0.324
C -0.616 -1.783 1.465
C -1.862 -2.150 1.971
C -3.028 -1.592 1.441
C -2.956 -0.741 0.326
C -1.727 -0.457 -0.255
C 1.876 -0.149 0.572
C 2.013 0.034 1.937
H 3.442 2.063 -2.726
H 2.672 3.664 -2.540
H 4.448 3.512 -2.480
H 2.488 2.360 -0.432
H 3.536 4.035 1.112
H 4.414 4.728 -0.277
H 2.638 4.776 -0.233
H 6.070 3.357 -0.115
H 7.846 1.741 0.498
H 7.319 -0.677 0.705
H 3.877 -2.025 0.032
H 4.485 -1.853 2.417
H 4.866 -3.480 1.797
H 6.171 -2.293 2.041
H 5.615 -2.399 -1.706
H 6.843 -2.640 -0.438
H 5.499 -3.801 -0.611
H 1.331 -2.894 -0.920
H 3.092 -2.415 -2.579
H 3.339 -4.044 -1.884
H 2.631 -3.864 -3.511
H -0.305 -4.740 -1.284
H 0.699 -5.348 -2.629
H 1.344 -5.325 -0.971
H -0.384 -4.113 -3.988
H -1.672 -2.622 -5.490
H -1.623 -0.155 -5.154
H 0.151 1.421 -2.251
H -2.337 1.489 -2.763
H -1.474 3.006 -3.109
H -1.923 1.913 -4.444
H 1.733 1.314 -4.212
H 0.376 1.721 -5.287
H 0.930 2.902 -4.070
H 0.312 -2.124 1.929
H -1.926 -2.860 2.801
H -3.996 -1.819 1.888
H -3.873 -0.303 -0.073
H -1.653 0.188 -1.139
H 1.131 -0.169 2.535
H 2.928 0.465 2.317
F -2.100 3.610 3.441
C -3.320 3.074 3.130
F -4.287 3.934 3.544
F -3.403 2.960 1.769
S -3.500 1.465 3.935
N -5.257 1.477 3.945
C -6.000 2.028 5.032
O -5.498 2.604 5.981
C -7.426 1.745 4.746
C -7.595 0.843 3.719
C -8.850 0.390 3.291
C -9.980 0.899 3.950
C -9.826 1.807 5.016
C -8.555 2.214 5.440
S -6.089 0.301 3.016
O -6.048 0.603 1.610
O -5.713 -1.010 3.463
H -8.926 -0.317 2.470
H -10.980 0.585 3.631
H -10.722 2.191 5.509
H -8.423 2.885 6.287
*
```

=====

Entry from the OMol25 dataset: a single C5H6N2O2 molecule (the ωB97M-V functional and the def2-TZVPD basis).

Computed properties:
**Energy relative to the best compared isomer or geometry (same formula, charge and spin)**: 3.363 eV

The geometry in ORCA input format:
```
! RIJCOSX wB97M-V def2-TZVPD def2/J DEFGRID3
* xyz 0 1
C 2.370 0.753 -0.476
C -2.613 -0.287 0.310
C 0.801 -1.496 0.001
C -1.137 -0.316 0.222
O 1.096 0.123 -0.583
N -0.489 -1.457 0.269
C -0.387 0.902 -0.007
O 1.742 -2.146 0.227
N -0.472 2.028 0.390
H 2.758 0.930 -1.482
H 2.233 1.710 0.037
H 3.050 0.092 0.065
H -2.918 -0.251 1.360
H -3.002 0.602 -0.187
H -3.032 -1.186 -0.146
*
```

=====

One value per record, in order, for max |F|: 3.2; 3.3; 7.5; 2.9; 7.8; 1.8; 3.0; 3.7 eV Å⁻¹.
One value per record, in order, for E: -513.32565; -1223.01152; -471.16625; -1384.45312; -630.00862; -2084.97266; -3129.99308; -454.01062 Eh.